1.
13
Properties=species:S:1:pos:R:3:nbo_charge:R:1 method="wB97M-V/def2-TZVPD" lumo_energy_ev=0.0 smiles=CCO.SS
C -1.01 0.12 -1.50 -0.64
C -1.44 -0.19 -0.10 -0.07
O -2.82 -0.41 0.11 -0.72
H -1.34 -0.71 -2.13 0.21
H 0.06 0.21 -1.65 0.22
H -1.54 1.02 -1.82 0.20
H -0.92 -1.04 0.37 0.17
H -1.06 0.52 0.67 0.15
H -3.35 0.26 -0.32 0.46
S 2.59 0.68 0.78 -0.13
S 3.17 -1.17 1.71 -0.13
H 3.41 1.30 1.63 0.13
H 4.26 -0.59 2.26 0.13

***

2.
20
Properties=species:S:1:pos:R:3:nbo_charge:R:1 method="wB97M-V/def2-TZVPD" lumo_energy_ev=-3.1
N -0.87 -0.79 1.27 -0.77
C 0.41 -0.88 0.54 -0.13
C 0.40 -1.07 -0.91 -0.37
C 0.80 -2.32 0.18 0.23
O -0.04 -3.24 0.32 -0.55
C -1.12 2.06 0.12 -0.54
N 0.23 2.05 -0.59 -0.32
C 0.45 3.44 -1.01 -0.49
H -1.34 -1.68 1.03 0.39
H -0.68 -0.84 2.27 0.36
H 1.10 -0.07 0.80 0.25
H 1.16 -0.55 -1.49 0.26
H -0.49 -1.44 -1.38 0.24
H 1.80 -2.61 0.48 0.16
H -1.97 2.15 -0.56 0.21
H -1.17 2.68 1.02 0.20
H -0.71 1.08 0.28 0.28
H 0.80 4.12 -0.21 0.22
H 1.24 3.55 -1.76 0.20
H -0.50 3.77 -1.51 0.19

***

3.
21
Properties=species:S:1:pos:R:3:nbo_charge:R:1 method="wB97M-V/def2-TZVPD" charge=+2 lumo_energy_ev=-10.4
Sn -6.93 -12.25 -23.21 1.80
C -7.72 -14.39 -20.34 -0.12
C -7.78 -15.31 -21.51 -0.12
O -6.55 -15.19 -22.26 -0.77
O -8.20 -13.12 -20.76 -0.79
H -6.75 -14.46 -19.82 0.20
H -8.40 -14.60 -19.50 0.22
H -8.61 -15.11 -22.19 0.20
H -7.93 -16.34 -21.17 0.23
H -5.93 -15.79 -21.83 0.51
H -8.55 -12.62 -20.01 0.52
C -6.07 -9.27 -25.20 -0.12
C -7.47 -9.71 -25.51 -0.12
O -7.54 -11.16 -25.61 -0.81
O -5.75 -9.79 -23.93 -0.79
H -6.04 -8.18 -25.14 0.23
H -5.35 -9.49 -25.99 0.21
H -7.83 -9.36 -26.48 0.24
H -8.22 -9.34 -24.81 0.22
H -7.24 -11.43 -26.49 0.53
H -4.85 -9.54 -23.67 0.53

***

Frontier orbital gap
In order: 8.753; 3.791; 7.686
Unit: eV
Relative energy (zero: lowest compared OMol25 entry of this formula, charge and spin)
In order: 1.288; 10.144; 0.446
Unit: eV
Molar mass
In order: 112.2; 116.2; 242.8
Unit: Da